DFT (ωB97M-V/def2-TZVPD) results for a molecular structure, C39H44PRe in a non-equilibrium geometry.

The geometry in XYZ format:
```
85
Properties=species:S:1:pos:R:3:forces:R:3
C 2.3058 0.8267 -1.3555 0.6 0.9 -0.8
C 1.5764 -0.0625 -2.2127 1.4 0.1 -1.3
C 1.9354 -1.4045 -1.8645 1.3 -0.3 -1.1
C 2.8717 -1.3490 -0.7802 2.1 -0.7 -0.9
C 3.0892 0.0321 -0.4523 1.5 -0.3 -1.0
Re 1.0846 -0.4330 -0.1835 -6.6 0.4 4.9
C -0.3470 -3.2990 2.0388 -2.7 0.0 -4.3
C -0.2184 -1.9455 1.9924 1.7 -0.8 0.1
H -1.0585 -1.2846 1.9569 -0.8 0.2 0.9
C 1.1149 -1.3071 1.7975 1.0 -0.3 -0.3
H 1.9172 -2.0641 1.9111 -0.4 0.6 0.2
H 1.2929 -0.4474 2.4801 0.0 -0.6 -0.3
C -1.8610 -3.8097 1.9860 1.9 0.9 -0.5
H -2.5335 -3.0084 1.6739 0.0 0.1 0.2
H -1.9634 -4.6085 1.2558 0.0 -0.2 0.1
H -2.1472 -4.1573 2.9355 -0.6 -0.6 1.2
C 0.5303 -4.1240 0.9765 -1.1 1.4 0.5
H 0.8546 -3.4534 0.1543 0.0 -0.1 0.6
H 1.3844 -4.5370 1.4189 1.3 -1.0 0.5
H -0.0769 -4.8876 0.4661 0.2 0.1 0.7
C 0.7451 0.3395 -3.3834 -0.4 0.2 -0.1
H 0.1219 1.2022 -3.1315 0.2 -0.1 -0.2
H 1.3651 0.6165 -4.2523 -0.1 -0.2 0.3
H 0.0738 -0.4729 -3.6700 0.1 0.1 -0.1
C 1.5443 -2.6002 -2.6699 -0.3 -0.3 0.1
H 0.4610 -2.6126 -2.8151 0.1 -0.1 0.0
H 2.0105 -2.5777 -3.6680 0.0 0.1 0.4
H 1.8404 -3.5290 -2.1748 -0.1 0.1 -0.1
C 3.6425 -2.4934 -0.2014 0.1 -0.2 0.1
H 3.2283 -3.4508 -0.5300 0.1 0.1 0.1
H 4.6982 -2.4542 -0.5090 -0.3 0.0 0.0
H 3.6297 -2.4694 0.8925 0.0 -0.1 -0.2
C 4.0386 0.5709 0.5702 -0.1 0.1 0.4
H 4.4940 -0.2403 1.1475 -0.1 0.2 -0.1
H 4.8370 1.1606 0.0966 -0.2 -0.3 0.0
H 3.5265 1.2389 1.2760 0.2 -0.2 -0.2
C 2.4063 2.3054 -1.5365 -0.1 0.3 0.0
H 2.7353 2.7964 -0.6155 0.0 0.0 -0.2
H 3.1243 2.5661 -2.3298 -0.1 -0.2 0.2
H 1.4355 2.7239 -1.8171 0.2 0.0 0.0
C -2.1366 -1.3246 -2.4096 -0.4 -5.7 0.6
C -1.9601 -2.6078 -1.7265 0.5 -0.8 -1.8
C -2.5627 -1.5618 -3.7078 -0.4 -1.2 -1.8
C -1.8698 -3.9648 -2.3942 0.2 4.8 4.2
H -1.8566 -2.9518 -0.7349 0.3 1.5 1.8
C -2.5892 -2.8882 -4.3239 0.4 1.4 0.6
H -2.9276 -0.7917 -4.3716 0.1 0.4 0.0
C -2.1877 -4.0402 -3.6746 0.1 0.1 -0.6
H -1.5810 -4.7130 -1.6567 -0.2 -0.3 -0.7
H -2.8794 -3.0668 -5.3405 -0.3 0.8 -0.5
H -2.0620 -5.0246 -4.0185 -0.4 -0.9 -1.7
C -4.8695 1.8024 2.1108 0.2 -0.1 -0.1
C -4.5015 0.7260 1.2958 -0.1 0.1 0.0
C -3.1675 0.5308 0.9286 0.1 0.4 0.4
C -2.1840 1.3960 1.4371 -0.8 -0.6 -0.3
C -2.5579 2.4790 2.2451 -0.2 0.1 0.1
C -3.8951 2.6845 2.5856 0.2 -0.3 -0.2
P -0.4594 1.2733 0.8607 -0.1 1.6 0.1
C -0.5577 2.7389 -0.2429 -0.2 0.1 -0.3
C -1.1604 2.5289 -1.4996 0.2 0.3 0.3
C -1.2810 3.5873 -2.4006 0.0 -0.1 0.2
C -0.8090 4.8584 -2.0530 0.1 -0.1 0.0
C -0.2494 5.0759 -0.7930 -0.2 -0.2 0.1
C -0.1615 4.0271 0.1292 0.0 0.0 -0.3
C 0.3980 1.8454 2.3782 0.6 -0.3 0.3
C 1.6166 2.5391 2.2886 -0.1 -0.1 0.3
C 2.4167 2.7086 3.4216 -0.2 0.0 0.0
C 2.0129 2.1825 4.6526 0.0 0.0 -0.2
C 0.7939 1.5067 4.7569 0.0 0.1 -0.2
C -0.0135 1.3437 3.6301 0.2 0.1 -0.2
H -5.9164 1.9628 2.3722 0.3 -0.1 -0.1
H -5.2641 0.0344 0.9351 0.2 0.2 0.1
H -2.8825 -0.2694 0.2410 -0.1 0.1 0.3
H -1.8070 3.1792 2.6165 -0.2 -0.2 -0.1
H -4.1678 3.5308 3.2165 0.1 -0.2 -0.2
H -1.5511 1.5375 -1.7580 0.2 0.3 0.1
H -1.7523 3.4152 -3.3705 0.1 0.1 0.3
H -0.8966 5.6827 -2.7629 0.1 -0.3 0.2
H 0.1115 6.0659 -0.5084 -0.2 -0.3 -0.1
H 0.2124 4.2283 1.1330 -0.1 -0.1 -0.3
H 1.9374 2.9693 1.3376 0.0 -0.3 0.3
H 3.3592 3.2529 3.3303 -0.3 -0.2 0.1
H 2.6506 2.2990 5.5300 -0.2 0.0 -0.3
H 0.4645 1.0992 5.7145 0.1 0.2 -0.3
H -0.9656 0.8173 3.7263 0.3 0.1 -0.1
```
Forces are in eV/Å.

Properties
- E_tot: -1931.6499 Ha
- Kohn-Sham gap (alpha / beta): 7.0 / 6.1 eV
- Multiplicity: 4
- Charge: +1